1.
Computed, not measured: one molecule with the formula C10H8O2Se, with ωB97M-V/def2-TZVPD.

Each atom is followed by the atoms it is bonded to, with distances in Å.
Geometry (Å):
1 C 2.57 0.57 0.43  C2 1.429, C3 1.368, H14 1.076
2 C 2.62 1.65 -0.50  C1 1.429, C4 1.376, H15 1.105
3 C 1.67 -0.46 0.28  C1 1.368, C5 1.374, H16 1.101
4 C 1.51 1.95 -1.25  C2 1.376, C7 1.501, H17 1.099
5 C 0.55 -0.40 -0.50  C3 1.374, C6 1.385, C7 1.579
6 C -0.39 -1.42 -0.40  C5 1.385, C8 1.385, C9 1.518
7 C 0.34 1.00 -1.20  C4 1.501, C5 1.579, O12 1.250
8 C -1.66 -1.14 0.07  C6 1.385, Se13 1.774
9 C 0.22 -2.80 -0.33  C6 1.518, O11 1.211, H18 1.068
10 C -3.62 0.35 1.27  Se13 1.961, H19 1.114, H20 1.082, H21 1.125
11 O 1.16 -3.25 -0.94  C9 1.211
12 O -0.66 1.19 -1.92  C7 1.250
13 Se -2.65 0.25 -0.43  C8 1.774, C10 1.961
14 H 3.35 0.42 1.16  C1 1.076
15 H 3.38 2.45 -0.43  C2 1.105
16 H 1.76 -1.32 0.96  C3 1.101
17 H 1.38 2.98 -1.60  C4 1.099
18 H -0.36 -3.35 0.38  C9 1.068
19 H -4.73 0.46 1.29  C10 1.114
20 H -3.33 -0.41 1.99  C10 1.082
21 H -3.11 1.27 1.67  C10 1.125

Calculated values
expectation value of S² = 2.05
spin multiplicity = 3

Here is what Mulliken gives for the atomic charges, in e:
1. C -0.637
2. C -0.356
3. C -0.362
4. C -0.431
5. C 0.887
6. C 0.337
7. C 0.607
8. C -0.584
9. C -0.289
10. C -0.917
11. O -0.487
12. O -0.666
13. Se 0.275
14. H 0.382
15. H 0.306
16. H 0.296
17. H 0.346
18. H 0.393
19. H 0.316
20. H 0.309
21. H 0.273

---

2.
Computed, not measured: one molecule with the formula C10H8O3, with ωB97M-V/def2-TZVPD.

Each atom is followed by the atoms it is bonded to, with distances in Å.
Geometry (Å):
1 C 3.28 0.42 -0.65  C2 1.315, C8 1.326
2 C 4.48 0.39 -1.17  C1 1.315
3 C -2.62 0.20 -0.40  O11 1.207, O12 1.302, O13 1.325
4 C 0.11 2.20 0.24  C9 1.313, H14 1.047, H15 1.077
5 C 1.42 -0.96 0.38  C8 1.482, C10 1.571, H16 1.103, H17 1.091
6 C -0.59 -0.82 -1.09  C10 1.475, O12 1.413, H18 1.075, H19 1.059
7 C -1.08 -0.73 1.25  C10 1.483, O13 1.454, H20 1.048, H21 1.048
8 C 2.09 0.28 -0.07  C1 1.326, C5 1.482, C9 1.624
9 C 0.65 1.00 0.10  C4 1.313, C8 1.624, C10 1.596
10 C -0.05 -0.43 0.23  C5 1.571, C6 1.475, C7 1.483, C9 1.596
11 O -3.67 0.74 -0.63  C3 1.207
12 O -1.81 -0.16 -1.35  C3 1.302, C6 1.413
13 O -2.35 -0.16 0.85  C3 1.325, C7 1.454
14 H 0.71 3.03 0.03  C4 1.047
15 H -0.96 2.28 0.23  C4 1.077
16 H 1.68 -1.89 -0.16  C5 1.103
17 H 1.41 -1.01 1.47  C5 1.091
18 H 0.08 -0.52 -1.87  C6 1.075
19 H -0.74 -1.86 -0.96  C6 1.059
20 H -1.19 -1.75 1.44  C7 1.048
21 H -0.85 -0.24 2.15  C7 1.048

Calculated values
energy relative to the best compared isomer or geometry (same formula, charge and spin) = 7.029 eV
spin multiplicity = 1

Here is what Mulliken gives for the atomic charges, in e:
1. C -0.071
2. C -0.763
3. C 0.743
4. C -1.122
5. C -0.826
6. C -0.783
7. C -0.891
8. C 0.653
9. C -0.033
10. C 1.272
11. O -0.586
12. O -0.321
13. O -0.350
14. H 0.401
15. H 0.287
16. H 0.384
17. H 0.330
18. H 0.442
19. H 0.409
20. H 0.384
21. H 0.441

---

| no. | E (Ha) |
| --- | --- |
| 1 | -2937.5485 |
| 2 | -611.3296 |